Record 1
The following is a DFT calculation (wB97M-V/def2-TZVPD) of a structure of composition C50H50Cl10CuF12N8O20S4.

Each line ends with the Löwdin charge.
Positions of all 155 atoms, in Å:
Cu -1.435522 2.723371 1.806136  0.78
C -5.484142 1.802921 3.233256  -0.59
F -5.720852 2.262111 2.010576  0.15
F -5.733982 2.678241 4.190506  0.15
F -6.337372 0.766311 3.389016  0.13
S -3.573142 1.213261 3.285466  0.75
O -3.425602 0.077641 4.162526  -0.28
O -3.261252 0.931791 1.860996  -0.36
N -2.530452 2.645881 3.557176  -0.31
S -2.907792 3.157101 5.009406  0.60
O -3.270402 4.582631 4.985816  -0.28
O -3.740892 2.273051 5.795116  -0.28
C -1.242152 2.947391 5.837266  -0.70
F -1.346952 3.145101 7.129646  0.16
F -0.660722 1.798631 5.591146  0.15
F -0.381032 3.905471 5.475506  0.11
C -0.428822 -1.033939 0.429986  -0.53
F -1.759542 -1.032959 0.682056  0.12
F 0.055298 -2.187799 0.929566  0.07
F -0.209632 -1.011139 -0.920724  0.10
S 0.446968 0.482591 1.276776  0.70
O -0.301272 0.739021 2.516826  -0.36
O 1.898758 0.342581 1.418516  -0.30
N -0.114002 1.852411 0.432976  -0.30
S 1.079048 2.137281 -0.605784  0.65
O 2.160528 2.852411 0.008606  -0.29
O 1.403758 0.914351 -1.426744  -0.33
C 0.364368 3.457541 -1.813844  -0.67
F -0.718722 3.035021 -2.393884  0.17
F 0.091248 4.558091 -1.078624  0.13
F 1.271188 3.644111 -2.725854  0.14
Cl -5.054392 -3.556409 1.450016  0.52
C -4.705232 -2.438169 2.828886  -0.66
C -4.998502 -3.065069 4.189176  -0.70
Cl -6.637092 -3.675489 4.328626  0.56
H -5.323932 -1.544279 2.749716  0.04
H -3.667462 -2.144369 2.671346  0.01
H -4.943992 -2.245519 4.905746  0.06
H -4.245932 -3.812029 4.441716  0.03
Cl 4.901208 2.774101 -6.530564  0.59
C 4.837038 2.406011 -4.855994  -0.70
C 3.398758 2.543291 -4.267954  -0.74
Cl 2.278168 1.476531 -4.964484  0.63
H 5.467328 3.148871 -4.367134  0.07
H 5.207118 1.404421 -4.636994  0.03
H 2.939338 3.524141 -4.390234  -0.02
H 3.321588 2.395481 -3.190784  0.05
Cl 1.532938 -2.151619 3.905136  0.54
C 0.180228 -1.770159 5.052776  -0.56
C -0.708722 -3.059369 5.223196  -0.59
Cl -1.575212 -3.576379 3.739756  0.64
H -0.337092 -0.924709 4.599226  0.04
H 0.667718 -1.397079 5.953476  0.07
H -1.447892 -3.061179 6.024266  0.07
H -0.085952 -3.887539 5.561446  0.06
Cl 1.980308 5.644901 -5.459904  0.55
C 0.155518 5.740741 -5.510964  -0.59
C -0.390782 4.340511 -5.646774  -0.68
Cl -0.173462 3.723181 -7.300274  0.54
H -0.130502 6.418341 -6.315424  0.07
H -0.118952 6.129091 -4.530174  0.07
H -1.453332 4.344141 -5.403744  0.08
H 0.094228 3.616881 -4.991634  0.02
Cl 4.863028 -0.756629 -2.876634  0.65
C 3.822188 -0.970149 -1.504274  -0.65
C 4.056348 -2.458899 -0.985264  -0.61
Cl 3.045028 -2.723629 0.422826  0.67
H 2.813708 -0.863799 -1.903964  0.04
H 3.985708 -0.132839 -0.825834  0.05
H 5.093778 -2.512329 -0.655124  0.04
H 3.903848 -3.215579 -1.754854  0.06
C -0.214722 -6.060189 1.721756  -0.11
C -0.050902 -5.307489 0.630356  -0.08
C 1.107118 -5.403199 -0.135304  -0.05
C 2.151028 -6.210339 0.239666  -0.15
C 1.979798 -6.989719 1.446506  0.02
C 0.833708 -6.825679 2.206916  -0.07
N 3.329788 -6.362829 -0.602074  -0.31
O 4.376638 -6.705919 -0.037054  0.06
O 3.299998 -6.219149 -1.851954  0.05
H -1.100262 -5.970989 2.333526  0.08
H -0.773862 -4.625199 0.208196  0.11
H 1.294948 -4.760479 -0.982664  0.09
H 2.690388 -7.744069 1.750516  0.11
H 0.633888 -7.349209 3.130166  0.11
C 6.090558 -1.436329 1.754366  -0.09
C 5.123128 -0.504149 2.084576  -0.11
C 5.089778 0.706091 1.449496  -0.03
C 6.046548 1.052971 0.478386  -0.11
C 7.032088 0.094781 0.110646  0.01
C 7.060778 -1.148599 0.800196  -0.06
N 5.857748 2.310251 -0.328254  -0.32
O 5.363558 3.284461 0.253676  0.07
O 6.394728 2.360111 -1.419274  0.07
H 6.027828 -2.251399 2.460146  0.11
H 4.327718 -0.835109 2.735866  0.09
H 4.324818 1.416981 1.724916  0.10
H 7.682928 0.205781 -0.744034  0.11
H 7.725538 -1.962169 0.550006  0.10
C -4.339372 -1.694409 -3.708424  -0.09
C -3.583612 -1.279349 -2.600074  -0.05
C -4.226472 -0.875129 -1.416704  -0.02
C -5.599892 -0.843199 -1.342974  -0.13
C -6.346522 -1.228109 -2.455344  0.01
C -5.682582 -1.623059 -3.660234  -0.08
N -6.330392 -0.307709 -0.111424  -0.28
O -7.578202 -0.371439 0.016586  0.05
O -5.635102 0.092071 0.773716  0.05
H -3.798222 -1.940959 -4.609964  0.11
H -2.511282 -1.162219 -2.653054  0.08
H -3.597472 -0.426469 -0.662064  0.09
H -7.418162 -1.125609 -2.541764  0.11
H -6.303322 -1.879409 -4.506034  0.10
C -7.004662 4.129641 -2.458014  -0.12
C -6.574672 2.913471 -2.969764  -0.11
C -5.335982 2.434471 -2.570294  -0.01
C -4.598892 3.073981 -1.516224  -0.13
C -5.021552 4.293151 -1.051624  -0.05
C -6.239322 4.798721 -1.473934  -0.09
N -3.302162 2.574141 -1.091854  -0.41
O -2.738802 1.779871 -1.771034  -0.03
O -2.793552 2.956501 -0.009334  -0.14
H -7.901802 4.512011 -2.922054  0.09
H -7.264072 2.425591 -3.642894  0.10
H -4.971962 1.527381 -3.029704  0.09
H -4.397582 4.975161 -0.493114  0.11
H -6.567642 5.764631 -1.119514  0.09
C -0.588412 -3.280869 -3.178494  -0.07
C -0.135772 -4.606679 -3.282824  -0.07
C 1.075348 -4.843089 -3.945494  -0.01
C 1.821478 -3.823199 -4.598814  -0.13
C 1.274678 -2.549839 -4.545994  -0.01
C 0.122728 -2.257219 -3.818684  -0.05
N 3.162968 -4.074679 -5.133914  -0.32
O 3.522908 -5.268539 -5.116164  0.05
O 3.773098 -3.162049 -5.679444  0.07
H -1.530332 -3.091979 -2.685034  0.08
H -0.687612 -5.443789 -2.881434  0.11
H 1.391798 -5.873349 -4.014994  0.11
H 1.935398 -1.764259 -4.881724  0.10
H -0.180502 -1.224669 -3.727614  0.11
C 5.367868 2.178381 4.395136  -0.07
C 4.121298 1.593531 4.601566  -0.10
C 2.959908 2.128591 4.151666  0.00
C 2.960988 3.361171 3.426376  -0.08
C 4.193008 4.004891 3.284346  0.00
C 5.369498 3.422541 3.768236  -0.06
N 1.734998 3.988451 2.808706  -0.29
O 1.872918 4.858311 1.951436  0.09
O 0.621688 3.569271 3.004716  0.01
H 6.232338 1.693471 4.824056  0.11
H 4.184558 0.674121 5.164666  0.11
H 2.012138 1.665821 4.383986  0.11
H 4.250138 4.782491 2.537036  0.12
H 6.385328 3.742351 3.588756  0.11

Forces on the atoms, in the same order (eV/Å):
Cu -0.2 -1.1 -1.4
C -0.6 -0.8 -0.5
F 0.7 0.8 1.1
F 0.0 0.1 -0.7
F 1.3 0.3 0.5
S 1.1 -1.0 -3.7
O -0.2 1.3 0.1
O -0.4 0.9 2.6
N -2.5 -2.8 -0.8
S -0.2 3.4 2.1
O 1.1 -2.5 0.1
O 0.7 0.2 -0.9
C 0.6 1.9 0.0
F -0.9 -0.7 1.4
F -0.2 -1.0 -0.2
F 0.1 0.4 -1.0
C -0.3 -0.9 -1.0
F 1.8 0.5 -0.4
F -0.1 1.2 -0.3
F -0.6 -0.1 2.1
S -0.3 1.6 2.0
O 0.3 -1.0 -0.5
O -2.6 -0.4 -0.8
N 0.8 -2.1 0.6
S 1.3 -0.3 -3.7
O 0.2 -0.1 0.0
O -1.0 3.2 2.0
C -0.6 -1.3 2.2
F -0.5 0.1 -0.3
F 0.5 -0.4 -0.8
F 0.9 0.9 -0.4
Cl 0.0 0.2 0.3
C -0.4 0.0 -0.1
C 1.1 0.8 -0.3
Cl -0.4 -0.4 0.0
H -0.1 -0.2 -0.5
H -0.1 -0.1 0.5
H 0.3 -0.1 0.1
H -0.4 -0.2 0.0
Cl 0.0 0.1 -1.6
C -1.1 0.2 2.3
C 1.2 1.4 0.7
Cl -1.5 -1.7 -1.1
H 0.0 -0.2 0.2
H 0.0 0.1 -0.2
H 0.7 0.2 -0.4
H 0.8 -0.3 0.1
Cl -0.2 0.1 0.3
C -0.6 -0.8 -0.7
C 0.8 0.3 0.6
Cl 0.5 0.4 0.3
H -0.3 -0.2 0.0
H -0.3 -0.5 0.2
H -0.2 1.0 -0.2
H 0.4 0.0 -0.6
Cl -0.6 0.4 -0.3
C 0.9 -0.5 0.6
C -0.3 0.0 0.0
Cl -0.1 -0.1 -0.2
H 0.0 -0.2 0.1
H -0.1 0.1 -0.2
H -0.1 0.0 -0.2
H 0.1 0.3 0.0
Cl 1.0 0.2 -1.0
C -1.0 -1.7 0.1
C 0.8 2.3 -0.2
Cl -0.4 -0.4 0.4
H 0.0 -0.1 0.3
H 0.1 -0.6 0.4
H -0.1 -0.2 0.0
H -0.3 0.2 0.0
C -0.4 0.0 2.0
C 0.3 1.1 -2.7
C 1.0 0.5 -0.4
C -1.3 -1.5 1.7
C 0.5 0.5 -0.9
C 0.0 -0.5 -0.7
N 2.2 -0.8 -1.6
O -1.4 0.5 -0.2
O -0.9 0.2 2.7
H -0.2 -0.1 -0.1
H -0.4 0.0 0.4
H -0.4 0.0 -0.2
H 0.4 0.3 -0.1
H 0.5 -0.3 0.0
C 0.0 0.9 1.0
C 0.0 -0.4 -0.6
C 0.2 1.6 -0.4
C -0.2 -1.7 -0.4
C -1.0 -0.5 0.5
C -0.7 0.5 -0.1
N 1.3 1.0 1.5
O 0.1 -1.5 -0.8
O -0.6 -0.3 0.2
H 0.6 -0.9 -0.8
H -0.1 0.4 0.3
H -0.1 0.2 -0.3
H 0.0 0.4 0.1
H 0.4 0.3 -0.3
C 2.3 0.5 0.5
C -1.1 0.1 0.6
C 1.2 0.5 -0.4
C -1.8 -0.1 -0.7
C 0.5 0.1 -1.2
C -2.3 0.1 1.6
N -1.8 -1.0 0.0
O 2.2 -0.1 -1.4
O 0.9 0.1 0.1
H -0.1 -0.2 -0.2
H 0.0 -0.1 0.0
H -0.2 -0.1 0.3
H -0.1 0.0 0.6
H 0.0 0.0 -0.1
C 0.2 0.2 0.6
C 0.6 0.8 0.8
C 0.3 -0.6 0.7
C 1.5 -1.0 -0.8
C -0.9 1.3 0.3
C -0.7 -0.3 -1.3
N -4.6 2.1 -0.4
O 2.3 -4.4 -3.4
O 1.2 2.6 4.1
H -0.2 0.4 0.5
H 0.5 -0.4 -0.3
H 0.3 -0.1 0.2
H 0.2 -0.5 0.5
H 0.0 0.1 0.0
C 0.2 -0.4 -0.7
C 0.9 1.2 -0.8
C 0.3 -0.4 -0.7
C -2.0 -0.4 1.9
C 1.4 0.4 0.5
C -0.1 -0.7 0.1
N 0.1 -1.6 -1.4
O -0.1 2.0 0.2
O -0.5 -0.8 0.9
H 0.1 0.2 0.2
H 0.0 0.0 0.1
H 0.4 0.0 0.1
H -0.3 0.4 -0.4
H -0.1 0.1 0.0
C -1.6 1.1 0.2
C 1.5 -0.8 0.6
C -2.1 1.6 -0.8
C 1.0 -0.6 1.2
C -0.2 -0.5 -1.3
C 0.7 -1.3 0.1
N 0.8 1.1 -2.8
O 1.3 -0.4 1.4
O -1.0 -1.8 1.5
H 0.3 0.2 -0.3
H -0.7 -0.2 0.0
H -0.1 -0.2 -0.2
H 0.0 0.5 0.4
H -0.3 1.1 -0.4

Values from the calculation:
* spin multiplicity: 3
* highest occupied orbital energy (alpha / beta): -3.5 / -6.8 eV
* net charge: -1
* gap between HOMO and LUMO (alpha / beta): 4.009 / 5.214 eV
* LUMO level (alpha / beta): 0.549 / -1.633 eV
* largest force on an atom: 5.99 eV/A

---

Record 2
The following is a DFT calculation (wB97M-V/def2-TZVPD) of a structure of composition C26H28IrN7O4S3.

Each line ends with the Löwdin charge.
Positions of all 69 atoms, in Å:
Ir 0.689256 -0.028927 1.087093  0.99
C 0.847788 1.633410 3.978177  -0.06
N -0.220609 0.955308 3.213466  -0.23
C -1.247294 1.900189 2.795011  -0.22
C -0.683108 2.908760 1.790769  -0.12
N 0.101767 2.292861 0.693352  -0.21
C 1.392673 2.969343 0.531426  -0.08
C -0.683449 2.270475 -0.507835  -0.30
C -0.554921 3.238741 -1.494596  -0.01
C -1.393528 3.254156 -2.597769  -0.05
C -2.393708 2.301218 -2.735004  -0.06
C -2.521855 1.316270 -1.779691  -0.11
C -1.669469 1.277081 -0.672338  -0.58
S -1.810204 -0.087822 0.391820  0.79
C -0.689899 -0.195517 3.912980  -0.31
C -1.936872 -0.312264 4.503667  0.00
C -2.251567 -1.435915 5.256908  -0.05
C -1.327371 -2.455167 5.434888  -0.07
C -0.091591 -2.370545 4.825837  -0.10
C 0.222584 -1.262304 4.042498  -0.60
S 1.725046 -1.214558 3.172996  0.76
H 1.078944 1.064607 4.877933  0.10
H 0.519704 2.626674 4.284912  0.10
H 1.763054 1.725508 3.393734  0.07
H -1.646595 2.463462 3.649856  0.14
H -2.063005 1.342505 2.329196  0.05
H -0.034514 3.613150 2.311158  0.12
H -1.523388 3.472604 1.374308  0.15
H 1.273128 4.047148 0.387832  0.10
H 1.911316 2.548077 -0.328208  0.07
H 1.999649 2.811025 1.420654  0.08
H 0.206560 3.995679 -1.420413  0.11
H -1.274428 4.029194 -3.339014  0.12
H -3.061144 2.323562 -3.582676  0.12
H -3.269235 0.546442 -1.873105  0.11
H -2.676070 0.463083 4.396408  0.12
H -3.221729 -1.499695 5.723906  0.11
H -1.573604 -3.316032 6.036476  0.11
H 0.645019 -3.152207 4.935022  0.11
C 1.868231 -5.299078 0.153983  0.01
C 2.686583 -4.074839 0.084405  -0.31
N 3.950403 -3.986107 -0.165679  0.14
N 4.250699 -2.676603 -0.124087  0.05
C 3.176732 -1.914217 0.168316  -0.71
S 3.168464 -0.250812 0.303836  0.78
N 2.156259 -2.819600 0.303741  -0.08
N 0.845543 -2.525068 0.616584  0.03
H 2.488286 -6.153188 -0.092681  0.10
H 1.035391 -5.249755 -0.547326  0.10
H 1.466779 -5.434467 1.158469  0.09
H 5.195662 -2.357799 -0.279807  0.17
H 0.476425 -3.210510 1.272250  0.12
H 0.271335 -2.475933 -0.230112  0.10
O 1.696994 0.986630 -1.794485  -0.06
C 0.845373 0.132163 -2.024104  -0.64
O 0.418751 -0.711914 -1.183232  -0.22
C 0.189410 0.081427 -3.380636  -0.12
C -0.873824 -0.783663 -3.618903  -0.01
C -1.523574 -0.746083 -4.834701  0.02
C -1.100925 0.166320 -5.793202  -0.14
C -0.030530 1.024844 -5.570124  0.03
C 0.615089 0.978376 -4.352193  0.00
N -1.813901 0.234869 -7.051998  -0.36
O -1.420134 1.033113 -7.870951  0.09
O -2.763313 -0.500967 -7.194849  0.09
H -1.194716 -1.470320 -2.851181  0.12
H -2.357321 -1.396153 -5.054616  0.12
H 0.268825 1.716305 -6.344560  0.12
H 1.449672 1.623452 -4.123791  0.13

Forces on the atoms, in the same order (eV/Å):
Ir -1.2 -1.7 0.2
C 0.6 0.3 0.3
N 0.5 0.0 -1.4
C -0.5 0.3 -0.4
C -0.2 -0.1 0.6
N 0.6 -0.9 0.2
C 0.5 0.3 -0.2
C -1.1 -0.2 -1.0
C 0.0 0.0 0.1
C -0.2 -0.1 0.0
C 0.1 0.4 0.1
C 0.2 0.0 0.4
C 0.4 0.7 -0.5
S 1.8 -0.5 1.4
C 0.0 -1.3 0.6
C 0.2 0.2 -0.1
C 0.1 -0.3 0.1
C -0.3 0.2 0.2
C 0.2 0.3 -0.4
C -0.8 0.0 0.1
S 0.1 1.3 -1.7
H 0.0 0.1 -0.1
H -0.1 0.0 0.0
H -0.1 0.0 0.1
H 0.1 -0.1 0.0
H 0.2 0.1 0.2
H 0.0 0.0 -0.1
H 0.2 0.0 0.0
H 0.0 0.0 0.1
H -0.1 0.0 0.0
H -0.1 0.0 0.1
H 0.1 0.1 0.0
H 0.0 0.0 -0.1
H 0.0 0.0 -0.1
H -0.1 -0.2 -0.1
H -0.1 0.2 0.0
H -0.1 0.0 0.0
H 0.0 -0.1 0.1
H 0.0 -0.2 0.0
C 0.0 -0.1 0.0
C 0.3 0.0 -0.1
N -0.1 -1.1 -0.1
N -0.9 0.8 0.3
C 0.2 -0.4 0.2
S -1.3 0.6 1.0
N 0.9 0.2 -0.2
N -0.7 0.6 -0.2
H 0.0 -0.1 0.0
H 0.0 0.0 0.0
H 0.0 -0.1 0.0
H -0.1 0.0 0.0
H 0.2 0.3 0.1
H 0.2 0.0 0.0
O -0.2 0.2 -0.2
C 0.7 1.0 -1.1
O 0.0 -0.6 1.8
C 0.1 -0.1 0.2
C 0.2 0.1 -0.1
C -0.1 0.1 -0.3
C 0.5 0.0 1.0
C -0.2 0.0 -0.3
C 0.0 -0.2 0.2
N -0.1 0.1 -0.3
O 0.1 0.2 -0.3
O -0.3 -0.2 -0.1
H 0.0 0.0 0.1
H 0.0 0.0 0.0
H 0.0 0.0 0.0
H 0.0 0.1 0.0

Values from the calculation:
* spin multiplicity: 2
* energy relative to the best compared isomer or geometry (same formula, charge and spin): 110.3 kcal/mol
* highest occupied orbital energy (alpha / beta): -10.6 / -10.7 eV
* net charge: +1
* gap between HOMO and LUMO (alpha / beta): 4.970 / 5.709 eV
* LUMO level (alpha / beta): -5.664 / -5.020 eV
* largest force on an atom: 2.35 eV/A

---

Among the records above, which one has the lowest largest force on an atom?
C26H28IrN7O4S3